Record 1
Here is 16 unconnected molecules or ions with the total composition C64H172N12O22 in a non-equilibrium geometry from the Open Molecules 2025 dataset. Energies are from the ωB97M-V functional and the def2-TZVPD basis.

The value obtained for the energy above the lowest of the compared OMol25 structures with the same formula, charge and spin is 0.5193 eV. The LUMO energy comes out at 0.13 eV. The largest force on an atom is 3.0 eV/Å. Its total energy is -4853.2534 hartree.

```
270
C64H172N12O22, DFT the ωB97M-V functional and the def2-TZVPD basis
C -9.80125 -3.47848 -1.62728
O -10.80647 -3.61375 -2.55434
H -8.88197 -3.86273 -2.06930
H -9.65770 -2.42831 -1.37306
H -9.94250 -3.98215 -0.67100
H -10.50699 -3.46075 -3.45351
C -8.69301 -3.56178 -7.95680
O -9.69971 -2.76538 -7.36183
H -8.52629 -4.40122 -7.28178
H -8.97504 -3.84260 -8.97154
H -7.78288 -2.96289 -7.98988
H -10.06007 -2.16416 -8.01778
C 3.45071 6.92185 2.32804
O 2.24703 7.24240 3.01807
H 3.99445 6.14909 2.87146
H 3.30882 6.59662 1.29741
H 4.00891 7.85776 2.30402
H 1.65403 6.48746 3.01430
C -3.03185 3.44308 -9.99061
O -2.67936 2.76281 -11.13378
H -3.64067 2.82508 -9.33067
H -2.21934 3.65909 -9.29688
H -3.51087 4.38452 -10.25958
H -2.20683 3.37835 -11.69896
C -18.69425 6.44123 -6.99934
O -17.34012 6.16905 -7.11820
C -17.01728 5.76399 -8.46468
C -15.51492 5.44857 -8.70017
N -15.07438 4.42171 -7.72894
C -13.59854 4.29238 -7.83812
C -13.13556 3.20414 -6.86408
O -12.84667 3.79338 -5.57477
C -12.46350 2.84033 -4.62110
H -18.93721 7.36838 -7.51843
H -18.96580 6.47650 -5.94430
H -19.32027 5.67641 -7.45895
H -17.48720 6.35646 -9.24969
H -17.51461 4.80740 -8.62501
H -14.84246 6.28480 -8.50879
H -15.30105 5.08013 -9.70347
H -15.28797 4.76356 -6.80286
H -13.03358 5.19068 -7.58918
H -13.30457 3.97739 -8.83935
H -12.22228 2.71563 -7.20375
H -13.95844 2.48994 -6.83446
H -11.52350 2.40816 -4.96421
H -13.17948 2.05068 -4.39320
H -12.18831 3.35569 -3.70090
C 13.20317 -3.23500 11.39156
O 12.19475 -3.12367 10.33983
C 10.92017 -2.72171 10.90496
C 9.75750 -2.63778 9.91564
N 10.15793 -1.70118 8.85305
C 9.05850 -1.52035 7.87110
C 8.81262 -2.80213 7.08230
O 10.03914 -3.32669 6.66360
C 10.02708 -4.18755 5.53994
H 12.91596 -4.02782 12.08224
H 13.33896 -2.29045 11.91833
H 14.14494 -3.42779 10.87775
H 10.99832 -1.78189 11.45150
H 10.66754 -3.50071 11.62429
H 8.82682 -2.27682 10.35339
H 9.52421 -3.63798 9.55058
H 10.86344 -2.17848 8.31033
H 9.45034 -0.70359 7.26490
H 8.18793 -1.13442 8.40146
H 8.12620 -2.64709 6.24990
H 8.30057 -3.55034 7.68736
H 9.50558 -3.62477 4.76572
H 9.45153 -5.10210 5.68295
H 11.05408 -4.44963 5.28563
C 6.96437 -3.89628 -0.91612
O 8.32028 -4.18897 -1.38394
C 8.47626 -3.96447 -2.77094
C 9.88697 -4.30443 -3.01495
N 10.88001 -3.73605 -2.02292
C 10.94710 -2.27411 -2.11783
C 11.84801 -1.65914 -1.00292
O 11.04279 -1.64650 0.16142
C 11.75759 -1.35391 1.35469
H 6.69616 -2.86885 -1.16219
H 6.89023 -3.91093 0.17125
H 6.17145 -4.53521 -1.30490
H 8.39960 -2.92941 -3.10394
H 7.82873 -4.44446 -3.50470
H 10.16694 -4.12885 -4.05365
H 10.01195 -5.35939 -2.77096
H 10.45546 -3.80527 -1.10910
H 9.98416 -1.80120 -1.92496
H 11.27460 -1.93941 -3.10211
H 12.16121 -0.63019 -1.17978
H 12.75720 -2.24194 -0.85521
H 11.04204 -1.11061 2.14012
H 12.41703 -0.49576 1.22495
H 12.29362 -2.26142 1.63253
C 1.62824 -3.59682 -5.34181
O 2.12755 -2.29258 -5.64813
C 1.50371 -1.26934 -4.81776
C 2.40418 -0.06303 -4.94183
N 1.80196 1.03164 -4.14472
C 0.90878 1.87422 -4.95688
C 0.44397 3.08118 -4.08137
O 1.45034 3.95460 -3.77829
C 1.06903 5.08274 -3.01997
H 1.67052 -3.94022 -4.30818
H 2.10728 -4.35225 -5.96466
H 0.58212 -3.59527 -5.64795
H 1.33050 -1.65688 -3.81381
H 0.48655 -1.11566 -5.17812
H 2.48015 0.25855 -5.98053
H 3.40716 -0.29933 -4.58646
H 2.45870 1.67457 -3.72586
H 0.16359 1.23470 -5.42996
H 1.53766 2.27604 -5.75132
H -0.10430 2.74443 -3.20154
H -0.32851 3.61225 -4.63756
H 0.32226 5.69824 -3.52155
H 1.85492 5.77612 -2.72045
H 0.60315 4.79551 -2.07734
C 4.09953 0.59490 0.29225
O 2.69661 0.71104 0.02964
C 1.86134 0.24770 1.10892
C 0.62919 -0.51485 0.63499
N -0.37869 0.28930 -0.07890
C -1.58367 -0.51570 -0.39326
C -2.73730 0.31697 -0.87740
O -2.75913 0.73111 -2.26126
C -2.87652 -0.27731 -3.27736
H 4.40251 -0.45085 0.34442
H 4.27416 1.13279 1.22407
H 4.70160 1.00517 -0.51848
H 1.56839 1.13231 1.67438
H 2.41120 -0.32744 1.85389
H 0.18286 -1.07116 1.45925
H 0.96040 -1.34146 0.00640
H 0.09645 0.46767 -0.95213
H -1.84964 -1.03956 0.52485
H -1.25381 -1.20103 -1.17403
H -2.83363 1.20403 -0.25134
H -3.69445 -0.13124 -0.61081
H -3.87353 -0.70297 -3.16378
H -2.16677 -1.10441 -3.29367
H -2.73774 0.21451 -4.24014
C -0.48851 -8.39474 0.86080
O -1.41955 -7.40183 1.21436
C -2.57255 -7.46441 0.32385
C -3.51568 -8.66304 0.56765
N -3.02648 -9.89212 -0.08255
C -3.94247 -10.99410 0.13334
C -3.91101 -11.57535 1.55613
O -2.51249 -11.79307 1.81126
C -2.25131 -12.07689 3.14850
H -0.63765 -9.33854 1.38531
H 0.51632 -8.19894 1.23508
H -0.34521 -8.53584 -0.21049
H -2.33271 -7.33291 -0.73127
H -3.14215 -6.56333 0.55126
H -4.51614 -8.36505 0.25399
H -3.67458 -8.83982 1.63142
H -2.18951 -10.09206 0.44624
H -3.73645 -11.79812 -0.57322
H -4.97841 -10.75003 -0.10192
H -4.53333 -12.46808 1.61827
H -4.35037 -10.84755 2.23832
H -1.21820 -12.41835 3.21325
H -2.80928 -12.95876 3.46324
H -2.55480 -11.21809 3.74723
C 1.82940 -3.90805 7.67148
C 1.86633 -5.37656 7.17382
C 0.53364 -6.17440 7.22956
O 0.08695 -6.21019 8.55751
C -1.21406 -6.62654 8.91474
N 2.41932 -5.49328 5.82825
H 2.76993 -3.41526 7.42520
H 1.81107 -3.98265 8.75877
H 0.96114 -3.32582 7.36286
H 2.50247 -5.95185 7.84648
H 0.71583 -7.21678 6.96813
H -0.15754 -5.78275 6.48324
H -2.01380 -5.94360 8.62819
H -1.35944 -6.68960 9.99316
H -1.37757 -7.66054 8.61109
H 2.56912 -6.47444 5.64121
H 1.65973 -5.22693 5.21818
C -4.40691 4.88084 3.58605
C -3.41425 3.91348 4.35516
C -3.93770 2.51188 4.81632
O -2.87453 1.82373 5.56058
C -3.32256 0.66223 6.25598
N -2.13929 3.80184 3.58285
H -3.91042 5.77484 3.20873
H -5.19942 5.19395 4.26575
H -4.96413 4.43925 2.75985
H -3.08795 4.48366 5.22494
H -4.18609 1.91269 3.94032
H -4.78640 2.70160 5.47344
H -2.57377 0.39362 7.00114
H -3.45577 -0.17258 5.56790
H -4.21631 0.88719 6.83796
H -1.65394 3.03669 4.02904
H -2.37604 3.34083 2.71595
C -2.68743 -4.24319 -10.83611
C -2.10541 -2.87942 -11.23383
C -1.55899 -2.72939 -12.69010
O -2.60993 -3.02878 -13.53691
C -2.34494 -2.47092 -14.81436
N -3.21156 -1.95291 -11.09308
H -2.15748 -5.16271 -11.08459
H -3.62008 -4.36299 -11.38739
H -3.04384 -4.13330 -9.81190
H -1.33097 -2.57730 -10.52880
H -0.76333 -3.43684 -12.92364
H -1.14005 -1.72314 -12.68344
H -2.92384 -3.13610 -15.45507
H -1.30873 -2.51720 -15.14936
H -2.80958 -1.49990 -14.98563
H -2.72052 -1.07658 -11.19805
H -3.72517 -2.05100 -11.95719
C 1.46621 4.46439 9.94052
C 2.24303 3.15472 9.76092
C 2.01477 2.10475 10.84029
O 2.57013 2.56598 12.08916
C 2.87360 1.57843 13.04981
N 1.83172 2.70100 8.41521
H 1.70753 4.86800 10.92386
H 0.39028 4.28982 9.94240
H 1.78494 5.30701 9.32692
H 3.31371 3.33543 9.66558
H 2.57892 1.19929 10.61671
H 0.97021 1.81398 10.95185
H 3.69419 0.94388 12.71503
H 2.05039 0.99162 13.45732
H 3.23437 2.24070 13.83680
H 0.98966 2.14351 8.43055
H 1.63968 3.46813 7.78693
C -6.37674 11.61760 -3.78580
C -5.64187 11.00899 -2.56352
C -5.19395 9.51906 -2.81063
O -6.25109 8.58504 -2.72238
C -5.84359 7.19642 -2.76299
N -4.39633 11.76968 -2.35903
H -5.73302 11.63087 -4.66532
H -6.60784 12.66429 -3.58795
H -7.29514 11.05668 -3.95898
H -6.19853 10.96541 -1.62740
H -4.40554 9.26956 -2.10051
H -4.77769 9.45842 -3.81619
H -5.57656 6.77233 -3.73095
H -6.56943 6.53547 -2.28928
H -4.95813 7.01146 -2.15485
H -3.81729 11.73252 -3.18573
H -3.85235 11.18691 -1.73889
C 9.84309 5.59598 1.79401
C 10.08900 6.74795 2.79035
C 9.80939 6.34303 4.28620
O 8.46217 6.01280 4.34589
C 8.12810 5.42735 5.55667
N 11.39207 7.26445 2.50566
H 10.32397 4.70561 2.19909
H 10.27030 5.67443 0.79429
H 8.80099 5.33106 1.61527
H 9.41462 7.56680 2.53978
H 10.04033 7.20213 4.91606
H 10.43708 5.48960 4.54264
H 8.79474 4.60619 5.82006
H 7.08744 5.10480 5.52361
H 8.19510 6.22617 6.29525
H 11.98191 6.55141 2.91033
H 11.63845 8.06850 3.06503
```

Löwdin population analysis, charges in e, atoms 1 to 99: atom 1 (C): -0.20, atom 2 (O): -0.11, atom 3 (H): 0.08, atom 4 (H): 0.07, atom 5 (H): 0.08, atom 6 (H): 0.08, atom 7 (C): -0.16, atom 8 (O): -0.14, atom 9 (H): 0.08, atom 10 (H): 0.08, atom 11 (H): 0.07, atom 12 (H): 0.07, atom 13 (C): -0.16, atom 14 (O): -0.13, atom 15 (H): 0.07, atom 16 (H): 0.07, atom 17 (H): 0.08, atom 18 (H): 0.07, atom 19 (C): -0.21, atom 20 (O): -0.10, atom 21 (H): 0.08, atom 22 (H): 0.07, atom 23 (H): 0.08, atom 24 (H): 0.08, atom 25 (C): -0.14, atom 26 (O): -0.18, atom 27 (C): -0.20, atom 28 (C): -0.19, atom 29 (N): -0.06, atom 30 (C): -0.21, atom 31 (C): -0.21, atom 32 (O): -0.20, atom 33 (C): -0.13, atom 34 (H): 0.09, atom 35 (H): 0.09, atom 36 (H): 0.08, atom 37 (H): 0.12, atom 38 (H): 0.11, atom 39 (H): 0.11, atom 40 (H): 0.12, atom 41 (H): 0.10, atom 42 (H): 0.12, atom 43 (H): 0.12, atom 44 (H): 0.11, atom 45 (H): 0.12, atom 46 (H): 0.08, atom 47 (H): 0.09, atom 48 (H): 0.09, atom 49 (C): -0.09, atom 50 (O): -0.20, atom 51 (C): -0.22, atom 52 (C): -0.21, atom 53 (N): -0.06, atom 54 (C): -0.18, atom 55 (C): -0.24, atom 56 (O): -0.21, atom 57 (C): -0.09, atom 58 (H): 0.08, atom 59 (H): 0.08, atom 60 (H): 0.08, atom 61 (H): 0.12, atom 62 (H): 0.11, atom 63 (H): 0.12, atom 64 (H): 0.11, atom 65 (H): 0.09, atom 66 (H): 0.11, atom 67 (H): 0.11, atom 68 (H): 0.12, atom 69 (H): 0.11, atom 70 (H): 0.08, atom 71 (H): 0.08, atom 72 (H): 0.09, atom 73 (C): -0.07, atom 74 (O): -0.17, atom 75 (C): -0.28, atom 76 (C): -0.20, atom 77 (N): -0.04, atom 78 (C): -0.21, atom 79 (C): -0.22, atom 80 (O): -0.22, atom 81 (C): -0.10, atom 82 (H): 0.08, atom 83 (H): 0.08, atom 84 (H): 0.08, atom 85 (H): 0.11, atom 86 (H): 0.13, atom 87 (H): 0.12, atom 88 (H): 0.11, atom 89 (H): 0.08, atom 90 (H): 0.11, atom 91 (H): 0.11, atom 92 (H): 0.11, atom 93 (H): 0.12, atom 94 (H): 0.08, atom 95 (H): 0.08, atom 96 (H): 0.09, atom 97 (C): -0.12, atom 98 (O): -0.20, atom 99 (C): -0.21

***

Record 2
Here is a single C2HN7O6 molecule in a non-equilibrium geometry from the Open Molecules 2025 dataset. Energies are from the ωB97M-V functional and the def2-TZVPD basis.

The value obtained for the energy above the lowest of the compared OMol25 structures with the same formula, charge and spin is 1.9392 eV. The LUMO energy comes out at -1.96 eV. The largest force on an atom is 1.7 eV/Å. Its total energy is -911.0706 hartree.

```
16
C2HN7O6, DFT the ωB97M-V functional and the def2-TZVPD basis
C -3.05740 -0.11516 0.10692
C 1.52906 0.25600 -0.04306
N -2.98829 -0.94246 -0.95933
N -1.86249 -1.51630 -0.91813
N -1.25255 -1.06246 0.16225
N -1.96917 -0.16559 0.83231
N 1.35875 -0.98448 0.26373
N 2.89980 0.87146 0.01720
N 0.42837 1.22843 -0.25209
O 2.12620 -1.84810 0.47211
O 3.77586 0.17271 0.42164
O -0.31786 0.98590 -1.16054
O -0.11822 -1.54573 0.57858
O 2.94373 2.00887 -0.34498
O 0.40696 2.15675 0.49698
H -3.90276 0.50017 0.32640
```

Okay, here come the Löwdin numbers, in e, for every atom: atom 1 (C): -0.18, atom 2 (C): -0.01, atom 3 (N): 0.04, atom 4 (N): 0.09, atom 5 (N): -0.28, atom 6 (N): 0.15, atom 7 (N): -0.07, atom 8 (N): -0.33, atom 9 (N): -0.34, atom 10 (O): 0.19, atom 11 (O): 0.15, atom 12 (O): 0.11, atom 13 (O): 0.09, atom 14 (O): 0.14, atom 15 (O): 0.15, atom 16 (H): 0.11

***

Record 3
Here is a molecular structure, FeH13O7 in a non-equilibrium geometry from the Open Molecules 2025 dataset. Energies are from the ωB97M-V functional and the def2-TZVPD basis.

The LUMO energy (alpha / beta) comes out at -11.50 / -18.50 eV. The largest force on an atom is 3.1 eV/Å. Its spin multiplicity is 7. Its net charge is +3. Its total energy is -1796.8557 hartree. Its expectation value of S² is 12.011.

```
21
FeH13O7, DFT the ωB97M-V functional and the def2-TZVPD basis
Fe -24.37952 14.12638 -33.90363
O -23.14009 14.77798 -35.20040
H -22.35787 14.86412 -35.77940
O -25.39850 15.89177 -34.15913
H -25.37382 16.44847 -34.93740
H -25.77940 16.44707 -33.47883
O -20.67381 15.67432 -33.72707
H -21.06350 15.11126 -34.39590
H -19.73041 15.54481 -33.82424
O -22.98692 16.48777 -37.37699
H -22.91945 15.87783 -36.64238
H -23.56266 16.04760 -38.00229
O -23.33949 12.43685 -33.37348
H -23.46074 11.58403 -32.95608
H -22.39094 12.52629 -33.46556
O -25.57940 13.31149 -35.32554
H -25.32881 12.89268 -36.14897
H -26.52880 13.41591 -35.38859
O -23.22654 15.06895 -32.56288
H -23.30714 14.83593 -31.63798
H -22.40031 15.54907 -32.61828
```

Okay, here come the Löwdin numbers, in e, for every atom: atom 1 (Fe): 1.26, atom 2 (O): -0.26, atom 3 (H): 0.05, atom 4 (O): 0.01, atom 5 (H): 0.12, atom 6 (H): 0.14, atom 7 (O): 0.00, atom 8 (H): 0.00, atom 9 (H): 0.09, atom 10 (O): 0.58, atom 11 (H): 0.07, atom 12 (H): 0.19, atom 13 (O): 0.02, atom 14 (H): 0.14, atom 15 (H): 0.12, atom 16 (O): 0.01, atom 17 (H): 0.13, atom 18 (H): 0.13, atom 19 (O): -0.01, atom 20 (H): 0.14, atom 21 (H): 0.09

***

Record 4
Here is 2 unconnected molecules or ions with the total composition C3H3NO2 in a non-equilibrium geometry from the Open Molecules 2025 dataset. Energies are from the ωB97M-V functional and the def2-TZVPD basis.

The value obtained for the energy above the lowest of the compared OMol25 structures with the same formula, charge and spin is 5.8039 eV. The LUMO energy comes out at -0.32 eV. The largest force on an atom is 5.5 eV/Å. Its SMILES is N#CC1=CO1.O. Its total energy is -321.1644 hartree.

```
9
C3H3NO2, DFT the ωB97M-V functional and the def2-TZVPD basis
N 1.75249 -1.97475 -0.20017
C 1.49248 -0.84510 -0.10780
C 1.20153 0.44093 0.03805
C 0.68108 1.58822 0.14005
O 2.07146 1.73380 0.01778
H -0.20895 2.23465 0.44873
O -2.47270 -0.68825 -0.01283
H -2.36515 -1.41617 0.48193
H -2.15223 -1.07332 -0.80574
```

Okay, here come the Löwdin numbers, in e, for every atom: atom 1 (N): 0.18, atom 2 (C): -0.19, atom 3 (C): -0.16, atom 4 (C): 0.00, atom 5 (O): -0.01, atom 6 (H): 0.16, atom 7 (O): 0.01, atom 8 (H): -0.03, atom 9 (H): 0.03